No. 1
Density functional theory data (wB97M-V/def2-TZVPD) for 2 unconnected molecules or ions with the total composition C3H4BrClS.

ORCA input file:
```
! RIJCOSX wB97M-V def2-TZVPD def2/J DEFGRID3
* xyz 0 1
C -1.18 -0.01 -0.55
C -2.09 -0.85 -0.31
C 2.11 0.81 0.52
S 0.80 -0.35 1.22
Cl -3.50 -0.85 -1.38
Br -2.17 -2.23 0.97
H -0.82 0.63 -1.31
H 2.96 1.04 1.14
H 1.60 1.60 0.05
H 2.30 0.22 -0.36
*
```

Output
E: -3548.941421 a.u.
Highest occupied orbital energy (spin up / spin down): -8.80 / -8.79 eV
Relative energy (zero: lowest compared OMol25 entry of this formula, charge and spin): 45.2 kcal per mole



No. 2
Density functional theory data (wB97M-V/def2-TZVPD) for 13 unconnected molecules or ions with the total composition C39H39F13O39.

ORCA input file:
```
! RIJCOSX wB97M-V def2-TZVPD def2/J DEFGRID3
* xyz 0 1
C -1.42 0.95 -4.91
C 0.05 1.66 -4.86
O -0.29 2.88 -4.20
C -1.64 3.06 -4.00
O -2.20 3.92 -3.42
O -2.30 2.05 -4.60
F 0.43 1.90 -6.17
H -1.60 0.21 -4.15
H -1.71 0.59 -5.87
H 0.86 1.12 -4.40
C 1.57 -6.82 0.30
C 0.88 -5.70 -0.65
O -0.32 -6.37 -0.95
C -0.25 -7.77 -0.78
O -1.16 -8.51 -1.03
O 0.97 -8.08 -0.24
F 1.62 -5.62 -1.86
H 1.31 -6.69 1.37
H 2.66 -6.84 0.14
H 0.72 -4.74 -0.20
C -7.04 1.49 -2.19
C -6.15 0.59 -3.08
O -7.10 -0.15 -3.84
C -8.31 -0.18 -3.27
O -9.19 -0.88 -3.54
O -8.31 0.81 -2.30
F -5.46 -0.29 -2.33
H -7.04 2.56 -2.46
H -6.71 1.38 -1.17
H -5.51 1.11 -3.78
C 2.13 4.96 -3.48
C 3.28 4.68 -4.48
O 3.70 3.30 -4.16
C 3.00 2.81 -3.08
O 3.16 1.74 -2.56
O 2.13 3.76 -2.67
F 4.36 5.48 -4.10
H 1.15 5.22 -3.89
H 2.48 5.75 -2.82
H 3.10 4.78 -5.56
C 4.82 -0.90 5.02
C 5.31 -0.68 3.57
O 6.45 -1.53 3.44
C 6.94 -1.85 4.70
O 7.96 -2.31 4.94
O 6.02 -1.47 5.60
F 5.50 0.68 3.33
H 4.05 -1.67 5.04
H 4.50 -0.06 5.59
H 4.54 -1.00 2.86
C -2.96 3.14 2.88
C -3.12 3.58 1.40
O -3.88 2.52 0.82
C -3.88 1.42 1.66
O -4.23 0.35 1.39
O -3.42 1.83 2.83
F -1.95 3.48 0.75
H -3.62 3.70 3.58
H -1.94 3.13 3.28
H -3.62 4.55 1.27
C -3.50 -2.89 1.15
C -3.01 -2.65 2.59
O -2.27 -3.84 2.77
C -2.25 -4.68 1.72
O -1.67 -5.68 1.66
O -3.07 -4.14 0.69
F -4.17 -2.68 3.38
H -3.23 -2.15 0.40
H -4.60 -2.93 1.15
H -2.48 -1.73 2.78
C -1.97 -4.01 -2.69
C -2.60 -2.60 -2.94
O -1.49 -1.85 -3.49
C -0.29 -2.54 -3.28
O 0.75 -2.08 -3.51
O -0.56 -3.74 -2.72
F -2.98 -1.99 -1.76
H -2.21 -4.73 -3.48
H -2.26 -4.36 -1.69
H -3.45 -2.67 -3.60
C 0.37 0.93 -0.03
C -1.01 0.63 -0.54
O -1.25 -0.73 -0.04
C -0.19 -1.24 0.65
O -0.03 -2.28 1.17
O 0.80 -0.24 0.69
F -1.15 0.66 -1.90
H 0.51 1.81 0.59
H 1.01 1.06 -0.92
H -1.82 1.29 -0.21
C 4.33 -0.11 0.00
C 4.58 -0.81 -1.40
O 3.82 -1.98 -1.30
C 3.25 -2.21 -0.11
O 2.52 -3.06 0.26
O 3.58 -1.13 0.64
F 5.86 -1.29 -1.56
H 3.86 0.88 -0.04
H 5.30 -0.07 0.47
H 4.32 -0.14 -2.25
C -1.65 7.65 -0.51
C -1.81 6.56 -1.51
O -0.61 5.79 -1.35
C 0.33 6.44 -0.59
O 1.39 5.99 -0.32
O -0.27 7.62 -0.21
F -1.92 7.10 -2.77
H -2.32 7.51 0.37
H -1.93 8.57 -0.99
H -2.68 5.91 -1.40
C 1.35 -3.19 4.53
C 2.22 -3.40 3.21
O 1.83 -4.73 2.84
C 1.27 -5.45 3.92
O 1.18 -6.58 4.02
O 0.94 -4.51 4.87
F 3.51 -3.34 3.53
H 0.56 -2.44 4.62
H 2.09 -2.87 5.25
H 2.05 -2.72 2.40
C 2.00 3.30 3.34
C 3.35 2.79 3.97
O 3.00 1.45 4.37
C 1.64 1.13 4.09
O 1.16 0.07 4.21
O 1.05 2.27 3.61
F 3.68 3.56 5.06
H 2.02 3.47 2.27
H 1.73 4.23 3.84
H 4.21 2.77 3.30
*
```

Output
E: -5742.303440 a.u.
Highest occupied orbital energy: -10.66 eV
Relative energy (zero: lowest compared OMol25 entry of this formula, charge and spin): 54.5 kcal per mole



No. 3
Density functional theory data (wB97M-V/def2-TZVPD) for 7 unconnected molecules or ions with the total composition C49H69N7O3.

ORCA input file:
```
! RIJCOSX wB97M-V def2-TZVPD def2/J DEFGRID3
* xyz 0 1
C -4.66 -10.70 -4.34
O -5.26 -9.98 -5.50
C -6.60 -10.59 -5.72
C -7.76 -9.43 -5.61
C -7.87 -8.72 -4.13
C -7.02 -7.33 -3.97
C -6.94 -6.86 -2.37
C -7.44 -5.30 -2.14
C -6.26 -4.29 -1.60
C -5.90 -4.49 0.02
C -4.54 -3.56 0.27
C -4.38 -3.05 1.82
C -3.60 -1.60 1.98
C -2.01 -1.64 1.59
C -1.06 -0.57 2.38
C -1.01 0.94 1.72
C 0.33 1.21 0.78
C 1.26 2.46 1.29
C 1.13 3.83 0.41
N 1.01 3.62 -1.09
O -1.34 -0.45 3.83
C -0.13 0.08 4.53
O -0.18 0.69 5.74
H -4.35 -11.80 -4.60
H -5.46 -10.70 -3.48
H -3.71 -10.09 -4.02
H -6.61 -11.02 -6.83
H -6.77 -11.51 -5.02
H -8.80 -9.98 -5.78
H -7.60 -8.67 -6.49
H -9.02 -8.45 -3.98
H -7.60 -9.50 -3.29
H -5.93 -7.49 -4.40
H -7.54 -6.53 -4.66
H -7.73 -7.54 -1.80
H -5.85 -6.95 -1.92
H -8.43 -5.27 -1.51
H -7.74 -4.90 -3.22
H -5.28 -4.53 -2.22
H -6.59 -3.15 -1.70
H -5.69 -5.64 0.25
H -6.79 -4.18 0.72
H -3.60 -4.21 -0.01
H -4.65 -2.65 -0.48
H -5.44 -2.90 2.33
H -3.84 -3.89 2.45
H -4.18 -0.79 1.36
H -3.71 -1.31 3.13
H -1.88 -1.43 0.43
H -1.59 -2.73 1.81
H 0.05 -0.99 2.31
H -1.01 1.81 2.53
H -1.95 1.17 1.03
H -0.05 1.33 -0.32
H 1.03 0.25 0.81
H 1.08 2.76 2.43
H 2.39 2.10 1.24
H 0.26 4.55 0.79
H 2.14 4.45 0.59
H -0.02 3.47 -1.28
H 1.21 4.56 -1.54
H 0.95 0.04 4.03
N 2.67 5.54 -3.47
C 3.31 6.71 -3.31
C 4.69 6.85 -3.38
C 5.46 5.72 -3.62
C 4.82 4.49 -3.79
C 3.44 4.45 -3.70
H 2.67 7.57 -3.12
H 5.16 7.82 -3.24
H 6.54 5.79 -3.68
H 5.39 3.59 -3.98
H 2.89 3.52 -3.83
N 3.81 -0.16 9.90
C 2.55 -0.35 10.37
C 1.41 -0.06 9.64
C 1.55 0.45 8.36
C 2.83 0.66 7.85
C 3.92 0.33 8.65
H 2.49 -0.75 11.37
H 0.43 -0.23 10.07
H 0.68 0.69 7.76
H 2.98 1.05 6.85
H 4.93 0.47 8.29
N 7.98 5.97 -6.01
C 9.25 6.07 -6.45
C 9.65 6.94 -7.45
C 8.69 7.76 -8.03
C 7.37 7.67 -7.60
C 7.06 6.77 -6.60
H 9.96 5.41 -5.96
H 10.69 6.99 -7.76
H 8.97 8.45 -8.82
H 6.60 8.29 -8.04
H 6.05 6.67 -6.22
N -7.99 -2.54 -4.16
C -9.09 -3.08 -4.72
C -9.64 -2.66 -5.92
C -9.01 -1.62 -6.59
C -7.88 -1.03 -6.05
C -7.40 -1.53 -4.84
H -9.54 -3.90 -4.15
H -10.52 -3.14 -6.32
H -9.41 -1.26 -7.54
H -7.37 -0.22 -6.55
H -6.52 -1.11 -4.37
N 6.14 0.16 13.66
C 6.93 -0.72 14.30
C 7.29 -1.95 13.78
C 6.80 -2.30 12.52
C 5.98 -1.41 11.84
C 5.68 -0.20 12.44
H 7.28 -0.40 15.28
H 7.93 -2.62 14.34
H 7.06 -3.26 12.08
H 5.59 -1.65 10.86
H 5.05 0.53 11.95
N 7.00 9.41 -2.22
C 7.69 10.52 -2.57
C 8.43 11.27 -1.67
C 8.47 10.87 -0.34
C 7.77 9.73 0.04
C 7.06 9.04 -0.92
H 7.63 10.80 -3.61
H 8.97 12.16 -2.00
H 9.04 11.43 0.39
H 7.77 9.39 1.07
H 6.49 8.14 -0.68
*
```

Output
E: -2517.106969 a.u.
Highest occupied orbital energy: -9.23 eV
Structure (SMILES): COCCCCCCCCCCCC[C@@H](CCCCN)OC=O.c1ccncc1.c1ccncc1.c1ccncc1.c1ccncc1.c1ccncc1.c1ccncc1



No. 4
Density functional theory data (wB97M-V/def2-TZVPD) for a gas-phase ion, C2H8N4 (charge +2).

ORCA input file:
```
! RIJCOSX wB97M-V def2-TZVPD def2/J DEFGRID3
* xyz 2 1
C 1.87 -0.63 0.11
C -1.81 -0.67 -0.10
N 1.76 0.73 -0.32
N -1.82 0.70 0.29
N 0.75 0.24 0.42
N -0.79 0.29 -0.44
H 1.73 -1.39 -0.66
H 2.53 -0.91 0.93
H -1.61 -1.40 0.69
H -2.45 -1.05 -0.90
H 2.35 1.52 -0.06
H -2.47 1.45 0.06
H 0.49 0.54 1.37
H -0.52 0.57 -1.40
*
```

Output
E: -299.102241 a.u.
Highest occupied orbital energy: -20.70 eV
Structure (SMILES): C1N[N@H+]1[N@H+]1CN1
Relative energy (zero: lowest compared OMol25 entry of this formula, charge and spin): 177.1 kcal per mole



No. 5
Density functional theory data (wB97M-V/def2-TZVPD) for 2 unconnected molecules or ions with the total composition CBrO3.

ORCA input file:
```
! RIJCOSX wB97M-V def2-TZVPD def2/J DEFGRID3
* xyz -1 1
C -1.00 -0.24 0.01
O -1.74 0.65 -0.01
O -0.56 -1.31 0.01
O 0.99 1.01 0.03
Br 2.32 -0.11 -0.04
*
```

Output
E: -2837.867452 a.u.
Highest occupied orbital energy: -3.15 eV
Relative energy (zero: lowest compared OMol25 entry of this formula, charge and spin): 8.7 kcal per mole



No. 6
Density functional theory data (wB97M-V/def2-TZVPD) for a gas-phase ion, C3H6N3 (charge +1).

ORCA input file:
```
! RIJCOSX wB97M-V def2-TZVPD def2/J DEFGRID3
* xyz 1 1
C 1.12 1.69 -0.91
C -0.01 -2.44 0.22
C -0.22 0.04 0.24
N 1.15 0.62 -0.27
N -0.15 -1.24 0.24
N -1.20 0.78 0.65
H 2.06 1.99 -1.33
H 0.27 2.46 -0.92
H 0.11 -2.98 -0.75
H 0.13 -3.11 1.14
H -1.19 1.79 0.63
H -2.06 0.41 1.05
*
```

Output
E: -281.847325 a.u.
Highest occupied orbital energy: -14.89 eV
Structure (SMILES): C=NC(=[NH2+])N=C
Relative energy (zero: lowest compared OMol25 entry of this formula, charge and spin): 44.3 kcal per mole



No. 7
Density functional theory data (wB97M-V/def2-TZVPD) for 2 unconnected molecules or ions with the total composition C6H10O.

ORCA input file:
```
! RIJCOSX wB97M-V def2-TZVPD def2/J DEFGRID3
* xyz 0 1
C 2.78 -0.38 1.41
O 2.51 -1.53 1.63
C 0.02 -0.93 -0.48
C -1.00 -0.96 0.38
C -1.82 0.31 0.35
C -1.29 1.04 -0.91
C 0.06 0.37 -1.26
H 3.81 -0.06 1.19
H 2.01 0.43 1.41
H 0.92 0.98 -0.93
H 0.76 -1.71 -0.60
H -1.22 -1.78 1.05
H -2.90 0.13 0.30
H -1.65 0.89 1.27
H -1.99 0.89 -1.73
H -1.19 2.11 -0.75
H 0.18 0.21 -2.33
*
```

Output
E: -309.802288 a.u.
Highest occupied orbital energy: -9.04 eV
Structure (SMILES): C1=CCCC1.C=O
Relative energy (zero: lowest compared OMol25 entry of this formula, charge and spin): 25.2 kcal per mole